(1)
# C4H6O2

One molecule with the formula C4H6O2 (the ωB97M-V functional and the def2-TZVPD basis, the Open Molecules 2025 dataset).

Geometry (Å):
1 O -1.570 0.330 -1.238
2 C -0.892 -0.503 -0.620
3 C -0.700 -0.571 0.832
4 C 0.839 1.136 0.266
5 C 1.304 0.150 -0.554
6 O 0.529 -0.776 -1.091
7 H -1.363 -1.585 -0.467
8 H 0.004 -1.294 1.233
9 H -1.545 -0.287 1.461
10 H -0.162 1.547 0.102
11 H 1.546 1.744 0.819
12 H 2.363 -0.018 -0.745

Cartesian forces (eV/Å) of the 2 atoms listed first:
O 0.1 -0.1 0.0
C 0.0 0.2 0.2

## Properties
**Gap between HOMO and LUMO (spin up / spin down)**: 7.60 / 7.60 eV
**E_HOMO (spin up / spin down)**: -8.64 / -8.64 eV
**Charge**: 0

Mulliken analysis output, partial charges in e: -0.68, 0.45, -0.59, -0.83, 0.16, -0.34, 0.21, 0.33, 0.28, 0.33, 0.28, 0.38

---

(2)
# C3H9N2

An isolated ion of composition C3H9N2 and charge +1 in a non-equilibrium geometry (the ωB97M-V functional and the def2-TZVPD basis, the Open Molecules 2025 dataset).

Geometry (Å):
1 C -0.035 0.952 0.231
2 C 1.074 0.210 -0.546
3 C -2.232 -0.254 -0.028
4 N -0.982 -0.082 0.566
5 N 2.077 -0.439 0.214
6 H 0.425 1.251 1.274
7 H -0.284 1.820 -0.374
8 H 0.786 -0.472 -1.425
9 H -2.557 0.579 -0.620
10 H -2.020 -1.335 -0.424
11 H -2.950 -0.540 0.716
12 H 2.180 0.182 1.071
13 H 3.066 -0.269 -0.270
14 H 1.846 -1.332 0.600

Cartesian forces (eV/Å) of the 2 atoms listed first:
C 1.4 -0.5 1.4
C -3.1 -1.2 -2.1

## Properties
**Gap between HOMO and LUMO (spin up / spin down)**: 7.84 / 9.57 eV
**E_HOMO (spin up / spin down)**: -13.16 / -13.88 eV
**Charge**: +1

Mulliken analysis output, partial charges in e: -0.41, -0.42, -0.71, -0.29, -0.31, 0.34, 0.36, 0.34, 0.33, 0.31, 0.31, 0.37, 0.42, 0.35

---

In Ha, the energy values for the records above are, in order, -306.3154; -228.7792.